Computed, not measured: a molecular structure, C18H20MnN4OS6 at a distorted geometry, with ωB97M-V/def2-TZVPD.

Energy above the lowest of the compared OMol25 structures with the same formula, charge and spin, kcal/mol: 33.3
HOMO energy (alpha / beta), eV: -1.265 / -1.348
LUMO (alpha / beta), eV: 4.2 / 4.2
Molecular weight, Da: 555.725
Kohn-Sham gap (alpha / beta), eV: 5.422 / 5.502
E_tot, eV: -123333.769

Structure (ORCA input):
```
! RIJCOSX wB97M-V def2-TZVPD def2/J DEFGRID3
* xyz -2 6
Mn 0.572 1.910 -0.040
S 3.486 1.226 0.645
S 3.966 3.114 1.173
S 3.275 4.386 -0.350
S 1.248 4.155 -0.424
S -1.706 2.427 -0.076
C -2.742 1.689 -1.254
C -3.561 2.525 -1.997
C -4.482 2.035 -2.924
C -5.349 2.901 -3.595
N -6.078 3.627 -4.120
C -4.552 0.633 -3.128
C -3.733 -0.211 -2.381
C -2.840 0.275 -1.421
S -1.923 -0.817 -0.485
C -5.457 0.102 -4.053
N -6.202 -0.362 -4.802
H -3.482 3.592 -1.846
H -3.798 -1.282 -2.527
C 1.009 1.437 4.599
C -0.353 2.099 4.424
C -0.667 1.834 2.950
O 0.573 1.569 2.288
C 1.636 1.674 3.230
H 0.898 0.368 4.790
H 1.597 1.881 5.402
H -0.274 3.173 4.605
H -1.117 1.691 5.083
H -1.155 2.691 2.475
H -1.303 0.951 2.812
H 2.086 2.676 3.174
H 2.401 0.941 2.955
N 1.077 0.328 -1.175
C 1.243 -0.777 -0.849
N 1.522 -1.990 -0.475
C 0.688 -3.124 -0.791
C 1.437 -4.047 -1.756
C 2.776 -4.454 -1.140
C 3.598 -3.214 -0.786
C 2.794 -2.296 0.139
H -0.255 -2.764 -1.206
H 0.464 -3.661 0.140
H 1.610 -3.518 -2.695
H 0.831 -4.930 -1.969
H 3.333 -5.097 -1.829
H 2.589 -5.036 -0.232
H 3.852 -2.665 -1.696
H 4.529 -3.503 -0.295
H 3.329 -1.363 0.336
H 2.608 -2.801 1.097
*
```

Taken from the natural (NBO) analysis, the atomic charges in e are: 1.256, -0.722, -0.120, -0.111, -0.639, -0.440, -0.185, -0.171, -0.172, 0.301, -0.396, -0.210, -0.187, -0.154, -0.470, 0.329, -0.397, 0.224, 0.218, -0.426, -0.431, -0.074, -0.591, -0.085, 0.189, 0.202, 0.198, 0.201, 0.208, 0.194, 0.191, 0.228, -0.552, 0.605, -0.475, -0.220, -0.407, -0.396, -0.407, -0.211, 0.273, 0.183, 0.204, 0.204, 0.197, 0.186, 0.207, 0.204, 0.265, 0.181